DFT (ωB97M-V with the def2-TZVPD basis set) results for a 20-piece molecular cluster, H40O20 overall.

Properties
ΔE to the lowest compared entry with this formula, charge and spin = 415.06 kJ/mol
DFT total energy = -1528.724882 Ha
E_HOMO = -10.549 eV
orbital gap = 0.376 Ha

```
60
Properties=species:S:1:pos:R:3:forces:R:3:mulliken_charge:R:1
O -0.5933 -2.0794 0.0990 0.283 0.604 -0.129 0.017
O -3.2112 2.7013 -0.4480 -0.891 0.217 0.130 -0.591
O 3.1161 -1.1969 1.5663 0.565 0.117 0.775 -0.582
O 4.5940 1.1972 0.3522 0.161 0.301 -0.606 -0.549
O 0.0600 -0.6366 3.5070 0.934 -0.510 -0.775 -0.616
O 1.9248 -1.2990 -1.5880 0.064 0.049 0.185 -0.491
O 3.4513 3.2102 -2.9738 0.149 0.176 -0.227 -0.605
O -0.3554 -4.2205 -2.0189 -0.497 -0.077 0.305 -0.643
O 0.9058 1.0828 -2.6525 0.138 0.686 -0.507 -0.526
O 0.5006 3.8556 -0.6384 -0.626 -0.005 -0.846 -0.649
O -2.7432 -3.3741 -3.1152 -0.400 0.070 0.039 -0.707
O -1.0789 1.4418 -0.9694 0.369 -0.296 0.225 -0.460
O -2.2402 3.5017 3.3218 0.110 0.709 1.043 -0.619
O -1.3436 -0.9139 -3.3060 -0.153 0.437 0.415 -0.627
O -2.7260 -2.0452 1.9329 -1.385 0.747 0.098 -0.660
O -0.0366 1.9335 2.6777 1.078 1.721 -0.674 -0.533
O 1.8636 4.5369 1.2891 0.427 0.131 0.333 -0.636
O -3.6139 -0.4607 -0.5892 -0.363 -0.302 -0.927 -0.521
O -0.5233 -3.2684 3.6032 0.178 -0.187 -0.427 -0.615
O 2.0359 -4.2727 -0.1577 -0.228 0.715 0.503 -0.581
H 1.5063 -4.2908 -0.9607 0.142 -0.386 -0.234 0.326
H 1.6779 4.2740 2.1837 0.157 0.192 0.721 0.242
H 2.5274 2.9580 -3.0615 -0.133 0.009 0.157 0.307
H -3.3277 -3.1815 -3.8540 0.138 -0.211 -0.356 0.319
H -1.8175 -2.1534 1.6922 0.845 -0.321 -0.556 0.274
H -0.0961 0.1696 2.9941 -0.468 -0.054 0.751 0.379
H 4.6431 2.0382 -0.1169 -0.012 0.201 0.386 0.273
H -1.9676 2.5856 3.2668 -0.075 -0.129 -0.527 0.328
H 2.6829 -4.9737 -0.1365 0.000 -0.300 -0.411 0.256
H 1.8564 1.1099 -2.7591 0.248 -0.475 0.025 0.226
H -0.1203 2.6309 2.0088 -1.355 -0.672 -0.768 0.221
H -2.9971 -2.7556 2.5128 0.274 -0.217 0.108 0.314
H 2.1800 -1.5153 -0.6796 0.219 -0.141 -0.083 0.287
H 1.0852 5.0238 0.9966 0.006 0.135 -0.024 0.389
H 0.7282 2.4235 3.0161 0.357 -1.097 1.327 0.264
H 0.5945 3.3239 0.1551 0.187 -0.162 -0.298 0.339
H -0.1096 -1.4628 -0.4736 -0.170 0.344 0.258 0.051
H 1.4039 4.0961 -0.8635 0.080 -0.031 0.002 0.338
H 3.7777 2.8517 -2.1468 -0.190 -0.124 0.086 0.289
H -0.5765 -2.4903 3.0320 -0.133 0.308 0.385 0.261
H -1.5738 1.8710 -1.6683 -0.441 0.279 0.135 0.272
H -1.8698 -1.5741 -2.8419 0.445 0.019 -0.413 0.112
H -2.7992 2.7535 0.4177 0.335 -0.233 -0.084 0.263
H -3.3777 -0.7580 0.2853 0.235 -0.245 0.680 0.324
H -0.7743 -4.7919 -1.3633 0.204 -0.226 0.006 0.329
H -0.4333 -0.7346 4.3198 -0.337 0.512 -0.045 0.283
H 0.3644 -3.5481 3.3566 0.107 -0.410 0.257 0.331
H -3.8871 0.4550 -0.5268 0.275 0.180 0.109 0.241
H 0.5680 0.6099 -3.4222 0.015 -0.207 0.119 0.245
H 2.2714 -2.0172 -2.1260 -0.061 -0.116 0.137 0.244
H -3.0227 -2.7124 -2.4782 -0.385 -0.095 0.669 0.320
H 4.9782 0.6077 -0.3085 -0.124 -0.381 0.288 0.309
H -1.3596 -0.2029 -2.6473 0.166 0.133 0.064 0.485
H -4.1530 2.7582 -0.2540 -0.105 0.213 -0.096 0.283
H -2.6148 3.8531 2.5218 -0.198 -0.335 -0.490 0.296
H -0.1726 1.6381 -1.2387 0.074 -0.256 -0.078 0.198
H -1.1390 -3.9281 -2.5291 0.505 0.045 -0.179 0.278
H 3.5308 -0.9152 2.3942 0.949 -0.338 -0.322 0.276
H 2.2759 -0.8458 1.8211 -1.676 0.090 -0.453 0.228
H -0.4496 -2.8734 -0.4107 -0.009 -0.801 -0.184 0.193
```
Positions in Å, forces in eV/Å.

DFT (ωB97M-V with the def2-TZVPD basis set) results for H41O20 as an isolated structure.

Properties
multiplicity = 2
ΔE to the lowest compared entry with this formula, charge and spin = 494.73 kJ/mol
DFT total energy = -1529.058749 Ha
E_HOMO (spin up / spin down) = -2.833 / -10.983 eV
orbital gap (spin up / spin down) = 0.102 / 0.395 Ha

```
61
Properties=species:S:1:pos:R:3:forces:R:3:lowdin_spin:R:1
O -3.1474 0.5905 3.5035 0.099 -0.731 0.348 0.012
O 2.0123 2.2122 -4.0560 -1.147 -1.269 1.934 0.014
O -1.4041 -1.2427 3.8707 -1.332 3.611 1.485 0.019
O 0.9621 4.9193 -0.9423 3.391 -4.494 2.208 0.029
O -0.5067 1.3041 1.3127 3.137 1.424 0.508 0.048
O 1.0251 2.3470 3.6131 1.199 -2.406 -2.851 0.112
O 0.8423 0.4127 -1.7535 -2.374 -0.224 -1.887 0.028
O 2.6821 1.5802 0.7789 0.215 -3.215 4.430 0.093
O -1.0575 -0.9458 -5.0031 -0.342 -0.699 -1.121 0.006
O 1.0681 3.5825 1.5346 -0.809 1.435 -2.822 0.045
O -4.4794 2.0091 1.4404 1.188 1.250 3.744 0.007
O 2.9240 -2.5544 -3.4025 0.826 -2.143 -2.049 0.011
O -2.4037 0.4563 -1.5392 -0.597 0.100 -0.680 0.013
O -3.4670 -4.6577 -0.1843 -0.775 -3.331 -3.772 0.005
O 2.7277 -3.1128 2.3075 4.283 -4.807 0.731 0.029
O 3.6869 1.8683 -1.8600 -2.502 -0.202 -0.644 0.034
O -0.5079 -3.9036 0.6048 0.634 -0.276 -0.012 0.010
O 1.9505 -1.3645 -0.1496 -0.226 -1.007 0.147 0.043
O -2.1205 -0.9717 1.3757 -1.147 0.315 -2.810 0.011
O -0.8735 -1.6947 -0.6147 -1.088 -3.032 1.145 0.011
H -2.7723 -0.2388 3.8990 -0.472 0.301 -0.545 0.002
H -2.1302 -0.2355 0.6573 0.005 -1.830 2.004 0.005
H 3.1477 1.0243 -1.7013 1.480 1.602 -0.409 0.014
H 1.1984 4.5489 1.3003 0.169 -1.528 0.758 0.016
H 3.8731 -2.8012 -3.3069 -0.786 0.615 0.389 0.002
H 2.7267 -3.1859 -4.1785 -0.099 1.580 1.680 0.001
H 2.0204 -3.0835 1.7639 -4.443 0.975 -2.272 0.006
H 1.9083 1.7894 3.4927 -1.155 0.476 0.924 0.091
H 2.9839 2.4940 -2.2674 1.622 -0.950 1.508 0.010
H -1.5248 -2.1057 -1.1801 -0.120 0.101 -0.787 0.003
H -1.0589 -2.0642 4.0150 1.361 -3.206 -0.198 0.003
H 0.6658 3.2072 0.6721 0.769 0.263 2.009 0.019
H 2.7727 1.8717 -3.5127 -0.763 -0.031 -1.657 0.004
H -1.2167 -1.2904 -5.9078 0.033 -0.251 0.891 0.001
H 0.4015 5.5875 -0.9001 -4.025 4.784 -0.023 0.006
H 0.7442 -0.4910 -2.1238 0.444 0.719 -0.153 0.007
H -2.0836 -1.7784 0.7722 0.161 1.818 1.449 0.003
H -3.2662 0.1920 -1.2086 -0.192 -0.108 0.495 0.003
H -4.2615 1.9049 2.4735 -0.496 0.366 -3.484 0.001
H -0.4193 0.7398 0.5619 -0.411 -0.758 -0.671 0.012
H 2.6720 2.0310 -0.0057 0.946 1.684 -3.274 0.017
H 2.4444 -0.9003 0.5142 0.618 1.056 0.585 0.024
H 1.2188 4.7681 -1.8152 0.549 -0.248 -2.239 0.008
H -1.5844 -0.9387 2.9799 0.629 -0.931 -1.161 0.004
H 1.2314 1.7652 -3.5657 1.703 0.946 -1.136 0.005
H 1.7703 -2.1550 0.3802 -0.209 -0.058 -0.764 0.007
H -3.1345 -5.6093 -0.1969 -0.389 2.364 0.661 0.001
H -1.3253 1.4115 1.7233 -2.624 -0.291 0.343 0.009
H 1.6580 0.3499 -1.3205 1.566 -0.397 1.583 0.013
H -4.8092 1.1490 1.2983 -0.698 -1.689 -0.512 0.002
H -0.2536 -3.1240 0.0588 -0.532 -0.423 0.498 0.003
H -0.8706 -0.0453 -5.2383 0.330 0.980 0.286 0.002
H 3.4366 0.9306 0.9081 -0.880 1.469 -0.738 0.046
H 2.9391 -4.1212 1.9498 0.049 3.529 1.893 0.006
H -3.0209 1.1475 4.2580 0.003 1.030 0.702 0.004
H -0.4299 -1.0401 -1.0571 1.431 2.762 -1.699 0.005
H 1.2764 2.8659 2.5742 -1.016 0.823 0.734 0.018
H -2.6776 0.7310 -2.4307 0.616 0.095 0.146 0.003
H 0.3749 1.6769 3.1467 0.898 0.977 1.025 0.030
H -1.2711 -3.6313 1.1225 0.306 0.086 0.054 0.003
H -3.2676 -4.1808 0.5585 0.988 1.000 3.072 0.002
```
Positions in Å, forces in eV/Å.

What is the DFT total energy in the first record?
-1528.724882 Ha